(1)
DFT (ωB97M-V with the def2-TZVPD basis set) results for an isolated molecule of C2H3F3N2O.

XYZ file:
```
11
Properties=species:S:1:pos:R:3:forces:R:3
O -1.475 1.231 -1.137 -0.1929 -1.3121 0.2483
C -1.390 0.149 -0.604 1.3983 2.7291 -0.6812
C -0.177 -0.269 0.204 0.4332 1.0792 3.1857
N 0.554 -1.204 -0.523 0.8705 -2.5114 1.0397
F 1.753 -1.615 0.245 -1.6585 0.2622 -0.5738
N 0.739 0.942 0.316 -0.4400 0.6753 0.0036
F 1.724 0.735 1.282 -0.9779 -0.1075 -0.1278
F -0.021 1.998 0.847 0.4947 -0.6806 0.2889
H -2.132 -0.575 -0.617 -1.8177 -1.5818 -0.2206
H -0.599 -0.676 1.220 1.1551 0.6946 -1.6385
H 1.024 -0.716 -1.233 0.7351 0.7530 -1.5244
```
Forces are in eV/Å.

Output
- SMILES string: O=C[C@@H](NF)N(F)F
- Total charge: 0
- Gap between HOMO and LUMO: 10.77 eV
- M: 128.1 g mol⁻¹
- E_LUMO: -0.24 eV

Atomic partial charges in e from the Löwdin method, atoms 1 to 6:
1 O 0.106
2 C -0.175
3 C -0.297
4 N 0.078
5 F -0.091
6 N -0.021

=====

(2)
DFT (ωB97M-V with the def2-TZVPD basis set) results for an isolated molecule of C5H4OS2.

XYZ file:
```
12
Properties=species:S:1:pos:R:3:forces:R:3
O 0.754 2.439 -0.246 0.4895 1.5661 -0.4560
C 0.364 1.379 0.042 -0.6619 -2.0371 0.7002
C 1.235 0.009 0.033 -0.7414 0.1902 -0.2678
S 2.816 -0.012 0.032 0.4774 -0.0544 0.0355
C 0.235 -1.184 -0.058 0.1232 -0.3204 1.5816
C -0.962 -0.381 -0.477 -0.5152 0.1288 -0.5595
S -2.602 0.227 0.004 0.2485 -0.1090 0.1494
C -0.955 0.743 0.491 0.0966 0.9768 -0.4734
H 0.149 -1.653 0.975 0.0087 0.4615 -1.2259
H 0.547 -1.923 -0.769 0.3270 -0.4235 -0.2728
H -0.832 -0.016 -1.504 0.1328 -0.1464 0.2499
H -0.750 0.372 1.478 0.0149 -0.2325 0.5386
```
Forces are in eV/Å.

Output
- SMILES string: O=C1C(=S)C[C@H]2S[C@H]12
- Total charge: 0
- Gap between HOMO and LUMO: 7.69 eV
- M: 144.2 g mol⁻¹
- E_LUMO: -1.23 eV

Atomic partial charges in e from the Löwdin method, atoms 1 to 6:
1 O 0.152
2 C -0.399
3 C -0.699
4 S 0.829
5 C -0.178
6 C -0.580